Entry from the OMol25 dataset: a structure of composition C45H46IrN2P2Si (ωB97M-V with the def2-TZVPD basis set).

```
97
Properties=species:S:1:pos:R:3:forces:R:3:lowdin_spin:R:1
Ir -0.067 0.435 0.070 -0.01 0.33 -0.28 0.594
C 2.041 2.280 -0.286 0.16 0.19 -0.03 0.003
C 1.682 3.459 0.389 -0.06 -0.08 0.06 0.001
C 1.132 4.522 -0.307 -0.03 -0.01 -0.05 0.000
C 0.968 4.436 -1.695 -0.03 0.02 0.05 0.000
C 1.361 3.296 -2.374 -0.01 -0.06 -0.01 0.000
C 1.909 2.220 -1.674 -0.03 0.04 -0.02 0.002
H 2.650 1.540 0.218 -0.12 -0.08 -0.09 0.000
H 1.887 3.554 1.450 -0.02 0.01 -0.02 0.000
H 0.892 5.444 0.207 0.00 0.01 0.00 0.000
H 0.585 5.287 -2.243 0.00 0.00 0.00 0.000
H 1.294 3.260 -3.454 0.00 0.00 0.01 0.000
H 2.327 1.381 -2.211 -0.02 -0.02 -0.01 0.000
C -3.454 -1.015 0.318 0.05 0.02 -0.02 -0.002
Si -1.614 -1.331 0.531 0.13 -0.55 -0.01 -0.006
C -1.219 -1.981 2.230 -0.09 0.33 -0.01 -0.002
C -2.053 -2.809 2.984 0.01 -0.05 -0.05 0.000
C -1.590 -3.385 4.160 0.00 -0.03 0.01 0.000
C -0.294 -3.138 4.604 -0.02 -0.02 0.03 0.000
C 0.545 -2.306 3.882 0.01 0.01 -0.03 0.000
C 0.066 -1.724 2.707 0.04 -0.09 -0.11 -0.002
P 1.136 -0.624 1.774 0.11 0.03 0.08 0.015
C 2.568 -1.502 1.159 0.01 0.14 -0.01 0.021
C 2.406 -2.348 0.054 0.00 -0.05 0.06 0.013
C 3.457 -3.144 -0.365 -0.01 -0.01 -0.01 0.000
C 4.670 -3.108 0.311 0.01 -0.03 0.00 0.006
C 4.831 -2.285 1.418 0.00 0.02 0.02 0.006
C 3.787 -1.482 1.849 -0.07 0.01 -0.01 0.002
C 1.604 0.692 2.918 -0.02 -0.01 -0.07 0.004
C 2.780 1.441 2.783 0.03 -0.06 0.02 0.001
C 3.099 2.415 3.716 -0.01 -0.02 0.00 0.000
C 2.240 2.676 4.777 0.00 0.02 0.01 0.000
C 1.061 1.950 4.915 0.00 0.01 -0.01 0.001
C 0.744 0.961 3.998 -0.02 -0.06 0.01 -0.001
C -1.174 -2.674 -0.714 -0.19 0.16 0.01 0.012
C -1.482 -4.015 -0.523 -0.04 -0.01 0.06 -0.001
C -1.272 -4.940 -1.542 0.04 0.01 -0.11 0.013
C -0.758 -4.537 -2.771 -0.02 -0.03 0.07 0.004
C -0.419 -3.209 -2.980 0.06 0.00 -0.03 0.007
C -0.631 -2.293 -1.948 0.02 0.16 -0.03 0.031
P -0.232 -0.562 -2.114 0.01 -0.44 0.12 0.086
C 0.965 -0.365 -3.407 0.05 0.20 0.18 0.033
C 2.143 -1.130 -3.388 -0.03 -0.01 -0.02 0.020
C 3.048 -1.014 -4.425 0.01 0.01 0.01 0.001
C 2.793 -0.136 -5.476 0.00 0.01 0.00 0.033
C 1.629 0.628 -5.496 0.02 -0.01 0.02 0.006
C 0.723 0.534 -4.456 -0.09 0.00 -0.02 0.014
C -1.692 0.427 -2.457 0.02 0.00 -0.16 0.002
C -2.742 -0.097 -3.214 -0.07 -0.03 0.17 0.000
C -3.870 0.676 -3.440 -0.01 -0.03 0.00 0.001
C -3.963 1.958 -2.902 0.00 0.03 0.04 0.000
C -2.921 2.483 -2.145 -0.06 -0.04 -0.02 0.000
C -1.778 1.720 -1.930 0.09 -0.03 0.00 0.001
H -3.895 -1.998 0.124 -0.02 0.01 0.00 0.000
H -3.697 -0.410 -0.561 0.02 0.02 -0.01 0.000
H -3.945 -0.640 1.216 0.04 -0.09 0.02 0.000
H -3.060 -3.033 2.651 -0.02 0.01 0.00 0.000
H -2.235 -4.040 4.731 -0.01 0.02 0.01 0.000
H 0.058 -3.593 5.521 0.01 -0.01 -0.01 0.000
H 1.548 -2.111 4.241 0.01 0.00 -0.01 0.000
H 1.446 -2.423 -0.438 -0.04 -0.02 -0.03 0.002
H 3.330 -3.815 -1.205 -0.02 0.00 0.01 0.000
H 5.487 -3.742 -0.008 0.00 0.01 -0.01 0.000
H 5.768 -2.279 1.958 0.00 0.00 0.01 0.000
H 3.917 -0.885 2.739 0.01 0.06 0.03 0.000
H 3.471 1.252 1.974 0.04 -0.04 0.04 0.000
H 4.027 2.964 3.624 0.01 0.01 -0.01 0.000
H 2.496 3.433 5.506 0.01 0.00 0.01 0.000
H 0.412 2.131 5.761 -0.02 0.00 0.00 0.000
H -0.141 0.355 4.154 0.00 0.01 0.01 0.000
H -1.875 -4.360 0.427 -0.03 0.00 -0.01 0.000
H -1.516 -5.983 -1.382 0.01 -0.01 0.02 0.001
H -0.613 -5.261 -3.562 0.00 0.00 0.00 0.000
H -0.007 -2.899 -3.931 0.01 0.02 0.01 0.000
H 2.341 -1.815 -2.577 0.02 -0.04 0.05 0.000
H 3.952 -1.608 -4.425 0.00 0.00 0.01 0.000
H 3.505 -0.049 -6.286 0.00 -0.01 -0.01 0.001
H 1.431 1.289 -6.330 0.00 0.01 0.00 0.000
H -0.184 1.126 -4.478 0.00 0.00 -0.01 0.000
H -2.680 -1.098 -3.625 0.01 0.00 0.00 0.000
H -4.674 0.287 -4.051 0.00 0.01 -0.01 0.000
H -4.838 2.561 -3.108 0.00 0.01 -0.02 0.000
H -2.969 3.510 -1.803 0.01 0.01 0.02 0.000
H -0.914 2.188 -1.455 0.12 0.09 -0.06 0.000
N -4.551 1.798 1.267 -0.06 0.11 -0.02 0.000
C -3.354 1.909 2.181 -0.03 0.06 0.05 0.000
C -2.223 2.725 1.551 -0.01 0.10 -0.04 0.003
N -0.912 2.037 1.349 0.10 -0.11 0.17 0.067
H -5.330 1.328 1.741 0.02 0.01 -0.01 0.000
H -4.343 1.266 0.415 0.01 0.04 0.03 0.000
H -4.895 2.725 0.992 0.00 -0.03 0.03 0.000
H -3.050 0.901 2.459 0.00 -0.02 -0.06 0.000
H -3.729 2.407 3.073 0.07 -0.05 0.04 0.000
H -2.008 3.566 2.213 -0.08 0.04 -0.05 0.002
H -2.535 3.155 0.598 0.04 -0.10 -0.02 0.000
H -0.520 1.823 2.272 -0.06 0.00 0.01 0.004
H -0.296 2.785 1.004 0.04 -0.04 0.03 0.002
```
Forces are in eV/Å.

Calculated values
HOMO-LUMO gap (spin up / spin down)   6.5 / 5.1 eV
<S²>   0.762
Total charge   +4
2S+1   2
LUMO level (spin up / spin down)   -12.414 / -13.829 eV
Energy relative to the best compared isomer or geometry (same formula, charge and spin)   1.250 eV



Entry from the OMol25 dataset: a structure of composition C45H46N10O3RuSSe (ωB97M-V with the def2-TZVPD basis set).

```
107
Properties=species:S:1:pos:R:3:forces:R:3:lowdin_spin:R:1
Ru -1.084 -0.066 1.038 -0.33 -0.26 -0.24 0.817
C 4.194 0.644 0.423 -0.02 0.05 -0.02 0.000
O 3.496 1.079 1.621 -0.16 -0.11 -0.13 0.000
C 2.338 0.379 1.619 0.29 0.20 0.03 0.000
N 2.156 -0.518 0.754 0.18 -0.07 0.05 0.004
C 3.405 -0.602 -0.026 0.03 0.05 -0.03 0.000
C 3.181 -0.729 -1.518 -0.02 -0.02 0.11 0.000
C 4.258 -0.587 -2.390 0.04 -0.04 0.03 0.000
C 4.095 -0.798 -3.752 0.06 -0.07 0.02 0.000
C 2.851 -1.151 -4.259 0.01 -0.09 -0.01 0.000
C 1.773 -1.285 -3.397 0.01 -0.01 0.02 0.000
C 1.934 -1.075 -2.031 0.17 -0.08 -0.12 0.000
C 1.446 0.670 2.761 0.11 0.07 0.13 -0.001
C 2.002 1.226 3.914 -0.03 -0.08 0.06 0.001
C 1.246 1.336 5.067 0.03 -0.01 -0.05 -0.001
C -0.057 0.861 5.052 0.01 -0.05 -0.08 0.001
C -0.548 0.368 3.859 -0.06 -0.02 0.07 -0.001
N 0.164 0.298 2.711 -0.25 0.15 0.04 -0.004
C -1.925 -0.116 3.718 -0.06 -0.04 0.06 0.012
N -2.363 -0.503 2.573 0.14 0.02 0.06 0.000
C -3.802 -0.823 2.695 -0.04 0.02 -0.02 0.000
C -4.046 -0.578 4.209 0.00 -0.04 0.00 0.000
O -2.745 -0.138 4.736 0.03 0.03 -0.08 0.012
C -4.173 -2.205 2.225 -0.06 -0.01 0.07 0.000
C -5.318 -2.373 1.455 0.02 -0.01 0.01 0.000
C -5.737 -3.646 1.087 0.00 0.02 0.01 0.000
C -5.008 -4.755 1.487 0.00 -0.01 -0.01 0.000
C -3.867 -4.593 2.264 0.00 0.00 0.00 0.000
C -3.456 -3.324 2.638 -0.01 0.02 0.00 0.002
H 5.231 0.456 0.686 0.01 0.00 0.00 0.000
H 4.139 1.455 -0.306 0.04 -0.04 0.00 0.000
H 3.922 -1.512 0.312 -0.06 0.15 -0.01 0.000
H 5.241 -0.336 -2.007 0.01 0.01 0.00 0.000
H 4.942 -0.696 -4.418 0.01 0.00 0.00 0.000
H 2.729 -1.329 -5.319 0.00 0.00 -0.01 0.000
H 0.804 -1.572 -3.789 -0.01 -0.02 0.00 0.000
H 1.099 -1.195 -1.359 -0.13 -0.04 0.09 -0.001
H 3.034 1.539 3.891 0.02 0.01 -0.01 0.000
H 1.670 1.763 5.966 0.00 0.00 0.00 0.000
H -0.691 0.881 5.928 -0.01 0.00 0.00 0.000
H -4.346 -0.088 2.097 0.02 0.03 0.02 0.000
H -4.327 -1.480 4.745 0.03 0.00 0.00 0.000
H -4.751 0.222 4.412 -0.02 -0.03 0.00 0.000
H -5.905 -1.506 1.167 -0.01 0.01 0.00 0.000
H -6.643 -3.772 0.508 0.00 0.00 0.01 0.000
H -5.336 -5.748 1.210 0.00 0.00 0.00 0.000
H -3.309 -5.461 2.591 0.00 0.00 0.00 0.000
H -2.572 -3.207 3.255 -0.01 -0.01 0.01 0.001
N 0.032 0.967 -0.333 -0.07 -0.40 0.04 0.020
C 0.638 1.584 -1.103 0.03 0.06 -0.09 0.018
N 1.308 2.263 -1.971 0.02 0.09 0.04 0.021
C 2.233 3.340 -1.554 0.05 0.02 -0.04 0.002
C 3.427 3.340 -2.497 0.04 0.00 0.03 0.000
O 3.000 3.422 -3.837 -0.04 0.05 0.00 0.000
C 2.254 2.281 -4.207 0.05 -0.07 0.04 0.001
C 0.962 2.222 -3.410 0.02 0.05 -0.03 0.001
H 2.537 3.164 -0.521 -0.02 0.02 -0.01 0.000
H 1.705 4.294 -1.619 0.01 0.00 0.01 0.001
H 4.027 2.431 -2.351 -0.02 0.01 0.00 0.000
H 4.051 4.210 -2.300 -0.01 -0.01 0.00 0.000
H 2.839 1.368 -4.035 -0.10 0.19 -0.02 0.000
H 2.033 2.368 -5.269 -0.01 0.01 -0.01 0.000
H 0.416 1.302 -3.614 0.01 -0.02 0.01 0.000
H 0.337 3.089 -3.639 0.04 -0.02 0.01 0.001
C -4.415 -1.540 -1.815 0.02 -0.05 -0.06 -0.001
C -3.318 -0.975 -1.054 0.19 0.11 0.03 -0.003
N -2.450 -0.535 -0.446 -0.30 0.02 0.17 -0.004
H -4.849 -2.353 -1.233 0.00 0.00 -0.02 0.000
H -4.046 -1.929 -2.763 0.00 0.01 0.00 0.000
H -5.172 -0.777 -1.999 0.01 0.00 0.00 0.000
C -3.036 5.328 0.867 -0.01 0.00 0.03 0.000
N -2.726 4.411 -0.223 0.01 -0.05 -0.03 0.001
C -2.383 3.123 -0.125 0.00 -0.02 0.07 0.002
Se -2.251 2.176 1.489 0.14 0.02 0.03 0.003
N -2.187 2.639 -1.360 -0.07 0.01 -0.02 0.001
C -2.410 3.643 -2.303 -0.04 0.02 -0.02 0.000
C -2.338 3.658 -3.689 -0.05 0.04 0.00 0.000
C -2.637 4.859 -4.306 0.00 0.00 0.00 0.000
C -2.993 5.998 -3.569 0.01 -0.01 -0.01 0.000
C -3.064 5.978 -2.189 0.01 -0.01 -0.01 0.000
C -2.761 4.771 -1.573 0.05 0.01 -0.04 0.000
H -2.840 4.839 1.816 0.00 0.01 0.00 0.000
H -4.084 5.618 0.815 0.00 0.00 0.01 0.000
H -2.406 6.212 0.780 0.00 0.00 0.00 0.000
H -1.927 1.683 -1.536 -0.07 0.03 0.01 0.000
H -2.076 2.779 -4.263 -0.03 -0.01 -0.01 0.000
H -2.603 4.923 -5.384 0.00 0.00 0.00 0.000
H -3.222 6.914 -4.096 0.00 0.00 0.00 0.000
H -3.344 6.858 -1.626 0.00 0.00 0.00 0.000
N 1.234 -2.787 2.643 0.08 -0.02 -0.02 0.002
C 0.881 -2.930 1.374 -0.13 -0.01 0.13 0.012
S -0.698 -2.441 0.812 0.26 0.49 -0.27 0.071
N 1.658 -3.545 0.507 -0.05 -0.13 -0.03 0.002
C 2.906 -4.204 0.767 0.01 0.01 0.00 0.001
C 3.047 -5.079 1.836 -0.01 -0.03 0.00 0.000
C 4.266 -5.712 2.034 0.02 0.01 -0.01 0.000
C 5.320 -5.490 1.159 -0.02 0.00 0.01 0.000
C 5.154 -4.640 0.074 0.01 0.00 0.00 0.000
C 3.946 -3.990 -0.126 0.06 -0.03 -0.02 0.000
H 0.581 -2.390 3.292 -0.03 -0.02 0.03 0.001
H 2.137 -3.096 2.976 0.00 -0.01 -0.01 0.000
H 1.341 -3.523 -0.454 -0.01 -0.01 0.05 0.001
H 2.208 -5.310 2.482 0.00 0.01 -0.01 0.000
H 4.381 -6.400 2.860 0.00 0.00 0.00 0.000
H 6.264 -5.996 1.311 0.00 0.00 0.00 0.000
H 5.966 -4.487 -0.625 0.01 -0.01 0.00 0.000
H 3.807 -3.333 -0.978 -0.01 -0.08 0.00 0.000
```
Forces are in eV/Å.

Calculated values
HOMO-LUMO gap (spin up / spin down)   7.3 / 6.2 eV
<S²>   0.756
Total charge   +3
2S+1   2
LUMO level (spin up / spin down)   -8.022 / -9.092 eV
Energy relative to the best compared isomer or geometry (same formula, charge and spin)   0.000 eV



Entry from the OMol25 dataset: a structure of composition C45H46N8OsSSbSe2 in a non-equilibrium geometry (ωB97M-V with the def2-TZVPD basis set).

```
104
Properties=species:S:1:pos:R:3:forces:R:3:lowdin_spin:R:1
Os -1.324 0.019 0.013 0.79 -0.36 0.19 2.073
Se -2.062 -3.451 -0.438 0.12 -0.01 -0.45 0.014
Se -3.076 -1.851 0.936 -0.07 0.49 -0.03 0.057
C -1.962 -2.184 2.497 0.25 0.11 -0.19 0.012
C -2.392 -2.916 3.587 -0.18 0.09 -0.22 0.002
C -1.453 -3.166 4.582 0.18 0.08 -0.07 0.000
C -0.159 -2.693 4.422 -0.13 -0.08 0.05 0.002
C 0.157 -1.970 3.278 0.03 -0.06 0.12 0.006
N -0.740 -1.706 2.339 -0.13 -0.18 -0.03 0.047
C -1.747 -2.284 -1.948 -0.11 -0.36 0.23 0.009
C -2.124 -2.740 -3.204 0.02 0.05 0.18 0.001
C -1.897 -1.941 -4.311 0.11 0.22 0.18 0.001
C -1.224 -0.740 -4.122 -0.20 -0.17 0.09 0.001
C -0.854 -0.372 -2.844 0.05 0.12 -0.45 0.012
N -1.148 -1.098 -1.753 -0.12 -0.35 -0.68 0.025
H -3.403 -3.288 3.651 -0.08 -0.04 0.04 0.001
H -1.726 -3.744 5.451 -0.03 -0.04 0.09 0.000
H 0.597 -2.894 5.165 0.07 -0.01 0.05 0.000
H 1.160 -1.607 3.093 0.08 0.08 0.05 0.002
H -2.612 -3.698 -3.289 -0.09 -0.06 -0.04 0.000
H -2.232 -2.248 -5.290 0.00 -0.05 -0.08 0.000
H -0.998 -0.090 -4.952 0.07 0.08 -0.09 0.000
H -0.284 0.537 -2.669 -0.13 0.07 0.01 0.008
S 0.876 0.445 0.788 -0.86 0.13 -0.11 0.232
C 0.308 1.298 2.249 -0.33 -0.60 -1.18 0.067
N 1.250 1.751 3.032 0.99 0.24 0.39 0.058
N 1.122 2.301 4.199 0.27 0.35 -0.40 0.260
C 0.169 2.217 5.193 -0.86 -0.13 0.79 0.017
C 0.237 3.177 6.220 0.06 -0.14 -0.32 0.071
C -0.615 3.094 7.299 -0.08 -0.08 0.03 -0.007
C -1.523 2.044 7.391 0.09 0.08 -0.08 0.094
C -1.588 1.088 6.383 0.07 0.05 -0.07 -0.002
C -0.766 1.174 5.280 0.23 0.00 -0.12 0.064
N -0.977 1.614 2.347 -0.36 0.87 1.14 -0.081
N -1.780 1.244 1.405 1.07 -0.23 0.54 -0.092
C -2.981 1.947 1.303 -1.44 0.80 0.08 0.003
C -3.261 3.041 2.130 0.31 -0.33 -0.03 -0.016
C -4.402 3.788 1.927 -0.15 -0.02 -0.12 0.002
C -5.273 3.470 0.893 0.07 -0.08 0.03 -0.020
C -5.012 2.380 0.070 -0.10 0.13 0.03 0.005
C -3.884 1.614 0.275 0.37 -0.16 0.18 0.006
H 1.940 2.861 4.445 -0.14 -0.24 -0.10 0.002
H 0.944 3.991 6.146 0.13 0.06 0.03 0.002
H -0.567 3.839 8.077 0.01 0.07 0.07 -0.002
H -2.174 1.967 8.247 -0.07 0.01 0.11 0.004
H -2.278 0.264 6.469 -0.08 -0.06 -0.01 -0.002
H -0.810 0.416 4.513 -0.02 -0.04 -0.01 0.003
H -2.560 3.279 2.914 -0.03 0.11 0.07 -0.001
H -4.618 4.626 2.570 0.00 0.10 0.08 0.000
H -6.159 4.060 0.729 -0.11 0.09 0.00 -0.001
H -5.701 2.134 -0.723 -0.04 -0.07 -0.06 0.001
H -3.711 0.751 -0.374 -0.09 0.18 0.11 0.012
C 6.314 0.572 -5.289 0.05 0.03 -0.07 0.018
C 5.565 -0.592 -5.293 -0.07 -0.14 -0.04 0.008
C 4.522 -0.759 -4.393 -0.04 -0.29 -0.18 0.032
C 4.269 0.247 -3.479 -0.86 0.03 0.65 0.113
C 5.020 1.408 -3.452 0.14 0.38 0.13 0.018
C 6.060 1.566 -4.356 -0.11 0.03 0.05 0.004
Sb 2.792 -0.063 -1.900 1.44 -1.35 -0.35 0.450
C 1.899 -1.988 -2.372 0.27 0.93 0.17 0.060
C 1.561 -2.287 -3.684 0.05 0.08 -0.17 0.017
C 1.076 -3.545 -4.001 0.10 0.05 -0.06 0.001
C 0.902 -4.489 -3.003 0.04 0.01 0.10 0.020
C 1.191 -4.170 -1.684 0.06 -0.11 -0.01 0.001
C 1.685 -2.915 -1.364 0.07 0.06 0.31 0.020
C 4.140 -0.583 -0.278 -0.60 0.35 -0.44 0.083
C 4.703 -1.848 -0.288 -0.12 -0.18 -0.22 0.021
C 5.600 -2.193 0.710 0.07 -0.09 -0.01 0.007
C 5.942 -1.276 1.689 0.01 -0.02 -0.02 0.000
C 5.404 0.001 1.664 0.00 0.06 0.01 0.002
C 4.491 0.348 0.682 -0.09 0.22 0.06 0.005
H 7.093 0.712 -6.023 0.11 -0.03 -0.01 0.001
H 5.779 -1.380 -6.000 0.03 -0.01 -0.05 0.001
H 3.953 -1.676 -4.402 0.00 -0.04 -0.03 0.002
H 4.823 2.185 -2.726 -0.01 0.07 0.02 0.002
H 6.659 2.464 -4.337 0.01 0.04 0.01 0.000
H 1.684 -1.549 -4.466 0.02 0.00 -0.08 0.000
H 0.850 -3.788 -5.028 -0.04 -0.03 -0.10 0.000
H 0.541 -5.473 -3.253 -0.05 -0.17 -0.03 0.001
H 1.057 -4.909 -0.909 -0.01 -0.06 0.10 0.000
H 1.921 -2.670 -0.335 0.00 -0.04 0.05 0.001
H 4.462 -2.559 -1.067 0.00 -0.09 0.01 0.002
H 6.035 -3.182 0.711 0.05 -0.06 0.01 0.001
H 6.640 -1.557 2.462 0.09 0.00 0.08 0.000
H 5.703 0.730 2.402 0.00 0.05 0.07 0.000
H 4.066 1.343 0.664 -0.03 0.08 0.08 0.002
C -0.509 4.890 -2.206 0.09 -0.21 -0.16 0.003
C 0.204 3.639 -2.729 -0.18 0.21 -0.06 0.004
C 1.701 3.905 -2.868 -0.29 -0.19 0.08 0.005
C -0.363 3.198 -4.080 0.15 0.14 0.30 0.000
N 0.065 2.509 -1.776 0.43 -0.14 0.06 0.035
N -1.252 2.290 -1.263 -0.05 -0.21 -0.02 0.094
H -0.244 5.748 -2.814 0.00 0.14 -0.03 0.000
H -0.216 5.096 -1.176 0.06 0.09 0.07 0.000
H -1.592 4.787 -2.248 -0.11 0.03 -0.01 0.001
H 1.867 4.642 -3.647 0.08 0.09 -0.06 0.001
H 2.225 2.990 -3.145 0.07 -0.06 -0.07 0.005
H 2.122 4.288 -1.940 0.07 0.07 0.12 0.000
H -0.288 4.014 -4.790 -0.05 0.10 -0.15 0.000
H -1.413 2.918 -4.015 -0.15 -0.03 -0.04 0.000
H 0.211 2.358 -4.467 0.05 -0.14 -0.08 0.000
H 0.677 2.674 -0.977 -0.22 -0.13 -0.02 0.004
H -1.882 2.251 -2.066 0.08 -0.01 0.18 0.001
H -1.564 3.083 -0.687 -0.02 -0.27 -0.18 0.002
```
Forces are in eV/Å.

Calculated values
HOMO-LUMO gap (spin up / spin down)   6.1 / 5.2 eV
<S²>   6.274
Total charge   +3
2S+1   5
LUMO level (spin up / spin down)   -8.718 / -10.123 eV
Energy relative to the best compared isomer or geometry (same formula, charge and spin)   1.290 eV